Entry 1:
Below is an isolated molecule of C6H8N2 at a distorted geometry, with properties calculated with ωB97M-V/def2-TZVPD.

Summary:
LUMO (eV): 0.582
2S+1: 1
Relative energy (zero: lowest compared OMol25 entry of this formula, charge and spin) (kJ/mol): 709.0
Electronic energy (eV): -9324.3594
Kohn-Sham gap (eV): 9.617
SMILES: CC#C/C=N\N1CC1

Last columns: bonded neighbours and bond lengths (Å).
Positions of all 16 atoms, in Å:
1 C 3.062 -0.472 -0.077  C2 1.484, H9 1.067, H10 1.246, H11 1.191
2 C 1.716 0.125 -0.264  C1 1.484, C3 1.279
3 C 0.833 1.048 -0.198  C2 1.279, C4 1.488
4 C -0.395 1.784 0.209  C3 1.488, N5 1.250, H12 1.130
5 N -1.561 1.517 -0.155  C4 1.250, N6 1.504
6 N -1.519 0.118 -0.705  N5 1.504, C7 1.564, C8 1.542
7 C -1.330 -0.812 0.539  N6 1.564, C8 1.535, H13 1.004, H14 1.201
8 C -2.685 -0.744 -0.180  N6 1.542, C7 1.535, H15 1.222, H16 1.225
9 H 2.930 -1.452 -0.478  C1 1.067
10 H 3.532 0.349 -0.889  C1 1.246
11 H 3.786 -0.311 0.855  C1 1.191
12 H -0.039 2.837 0.412  C4 1.130
13 H -1.089 -0.488 1.458  C7 1.004
14 H -0.648 -1.746 0.216  C7 1.201
15 H -2.930 -1.555 -1.061  C8 1.222
16 H -3.663 -0.199 0.316  C8 1.225

Entry 2:
Below is a 2-piece molecular cluster, C6H17N2 overall at a distorted geometry, with properties calculated with ωB97M-V/def2-TZVPD.

Summary:
LUMO (eV): -2.867
2S+1: 1
Relative energy (zero: lowest compared OMol25 entry of this formula, charge and spin) (kJ/mol): 68.4
Electronic energy (eV): -9471.3252
Kohn-Sham gap (eV): 11.361
Net charge: +1

Last columns: bonded neighbours and bond lengths (Å).
Positions of all 25 atoms, in Å:
1 C 2.841 0.757 -1.993  C2 1.518, H5 1.090, H6 1.086, H7 1.093
2 C 1.804 -0.197 -1.429  C1 1.518, N4 1.465, H8 1.093, H9 1.096
3 C -0.255 -0.408 -2.521  N4 1.264, H10 1.096, H11 1.085
4 N 0.436 0.254 -1.695  C2 1.465, C3 1.264
5 H 3.822 0.350 -1.749  C1 1.090
6 H 2.806 0.976 -3.056  C1 1.086
7 H 2.750 1.697 -1.441  C1 1.093
8 H 1.929 -0.218 -0.344  C2 1.093
9 H 1.926 -1.223 -1.796  C2 1.096
10 H 0.144 -1.337 -2.942  C3 1.096
11 H -1.212 -0.086 -2.921  C3 1.085
12 C -0.083 -0.170 2.489  C13 1.537, H16 1.092, H17 1.093, H18 1.082
13 C -1.096 -0.370 1.350  C12 1.537, C14 1.527, N15 1.495, H19 1.091
14 C -2.503 -0.685 1.851  C13 1.527, H20 1.091, H21 1.087, H22 1.093
15 N -1.087 0.870 0.515  C13 1.495, H23 1.091, H24 1.021, H25 1.020
16 H 0.866 0.097 2.021  C12 1.092
17 H -0.413 0.698 3.066  C12 1.093
18 H -0.021 -1.045 3.122  C12 1.082
19 H -0.772 -1.217 0.744  C13 1.091
20 H -2.815 0.044 2.600  C14 1.091
21 H -2.539 -1.688 2.269  C14 1.087
22 H -3.222 -0.657 1.028  C14 1.093
23 H -0.522 0.738 -0.409  N15 1.091
24 H -2.024 1.136 0.207  N15 1.021
25 H -0.758 1.685 1.033  N15 1.020

Entry 3:
Below is an isolated molecule of C5H7NO at a distorted geometry, with properties calculated with ωB97M-V/def2-TZVPD.

Summary:
LUMO (eV): 0.175
2S+1: 1
Relative energy (zero: lowest compared OMol25 entry of this formula, charge and spin) (kJ/mol): 456.8
Electronic energy (eV): -8831.4683
Kohn-Sham gap (eV): 8.086

Last columns: bonded neighbours and bond lengths (Å).
Positions of all 14 atoms, in Å:
1 O -0.280 -1.559 2.533  C2 1.252
2 C -0.708 -1.935 1.418  O1 1.252, N3 1.666, H8 1.117, H11 1.233
3 N -0.123 -0.931 0.225  C2 1.666, C4 1.262, H9 1.012
4 C -0.368 0.256 0.577  N3 1.262, C5 1.475, H10 1.101
5 C -0.003 1.459 -0.195  C4 1.475, C6 1.459, H12 1.092, H13 1.099
6 C 0.179 1.253 -1.628  C5 1.459, C7 1.202
7 C 0.368 1.101 -2.806  C6 1.202, H14 1.068
8 H -0.377 -2.923 1.016  C2 1.117
9 H -0.036 -1.226 -0.740  N3 1.012
10 H -0.681 0.353 1.628  C4 1.101
11 H -1.846 -1.595 1.089  C2 1.233
12 H -0.654 2.306 0.030  C5 1.092
13 H 0.970 1.672 0.269  C5 1.099
14 H 0.535 0.998 -3.855  C7 1.068

Entry 4:
Below is an isolated molecule of C5H10N2O at a distorted geometry, with properties calculated with ωB97M-V/def2-TZVPD.

Summary:
LUMO (eV): 0.769
2S+1: 1
Relative energy (zero: lowest compared OMol25 entry of this formula, charge and spin) (kJ/mol): 248.8
Electronic energy (eV): -10372.7261
Kohn-Sham gap (eV): 9.650
SMILES: CN1[C@@H](C=O)[C@@]1(C)N

Last columns: bonded neighbours and bond lengths (Å).
Positions of all 18 atoms, in Å:
1 C -0.630 0.239 1.926  N2 1.436, H9 1.097, H10 1.090, H11 1.102
2 N -0.788 0.709 0.579  C1 1.436, C3 1.452, C6 1.675
3 C 0.274 1.034 -0.358  N2 1.452, C4 1.481, C6 1.490, H12 1.087
4 C 1.593 1.326 0.248  C3 1.481, O5 1.208, H13 1.104
5 O 2.296 2.243 -0.101  C4 1.208
6 C -0.204 -0.362 -0.570  N2 1.675, C3 1.490, C7 1.508, N8 1.392
7 C -1.013 -0.627 -1.815  C6 1.508, H14 1.090, H15 1.090, H16 1.088
8 N 0.526 -1.432 -0.061  C6 1.392, H17 1.012, H18 1.012
9 H -1.447 -0.457 2.156  C1 1.097
10 H -0.691 1.096 2.598  C1 1.090
11 H 0.294 -0.312 2.165  C1 1.102
12 H -0.024 1.758 -1.112  C3 1.087
13 H 1.906 0.633 1.049  C4 1.104
14 H -1.446 -1.628 -1.807  C7 1.090
15 H -0.387 -0.526 -2.701  C7 1.090
16 H -1.826 0.093 -1.882  C7 1.088
17 H 1.520 -1.463 -0.249  N8 1.012
18 H 0.045 -2.323 -0.066  N8 1.012

Entry 5:
Below is a 4-piece molecular cluster, C2H10O2S2 overall at a distorted geometry, with properties calculated with ωB97M-V/def2-TZVPD.

Summary:
LUMO (eV): -4.578
2S+1: 1
Relative energy (zero: lowest compared OMol25 entry of this formula, charge and spin) (kJ/mol): 596.8
Electronic energy (eV): -27995.9332
Kohn-Sham gap (eV): 4.137

Last columns: bonded neighbours and bond lengths (Å).
Positions of all 16 atoms, in Å:
1 C 1.402 -1.321 0.163  S2 1.851, H5 1.070, H6 1.135, H7 1.139
2 S 1.665 -0.809 -1.597  C1 1.851
3 S -1.873 -1.061 1.124  C4 1.969
4 C -1.820 -0.340 -0.707  S3 1.969, H8 1.157, H9 1.056, H10 1.077
5 H 0.561 -1.786 0.633  C1 1.070
6 H 2.358 -1.917 0.301  C1 1.135
7 H 1.568 -0.343 0.723  C1 1.139
8 H -2.870 -0.401 -1.189  C4 1.157
9 H -1.468 0.656 -0.687  C4 1.056
10 H -1.070 -0.925 -1.213  C4 1.077
11 H 0.947 2.671 -1.546  O13 1.001
12 H 1.054 1.203 -1.218  O13 0.974
13 O 0.374 1.897 -1.271  H11 1.001, H12 0.974
14 H -0.268 1.420 2.715  O16 0.963
15 H -0.598 0.102 1.839  O16 1.068
16 O 0.038 0.955 1.930  H14 0.963, H15 1.068

Entry 6:
Below is a 3-piece molecular cluster, C5H15NO4 overall at a distorted geometry, with properties calculated with ωB97M-V/def2-TZVPD.

Summary:
LUMO (eV): 0.176
2S+1: 1
Relative energy (zero: lowest compared OMol25 entry of this formula, charge and spin) (kJ/mol): 316.0
Electronic energy (eV): -15105.8595
Kohn-Sham gap (eV): 10.017
SMILES: C[C@@H](N)CCC(=O)O.O.O

Last columns: bonded neighbours and bond lengths (Å).
Positions of all 25 atoms, in Å:
1 C -0.908 -0.463 2.132  C2 1.581, H9 1.072, H10 1.020, H11 0.990
2 C -0.090 0.645 1.355  C1 1.581, N3 1.473, C4 1.516, H12 1.194
3 N 0.421 1.648 2.305  C2 1.473, H13 1.039, H14 0.940
4 C 1.052 0.046 0.558  C2 1.516, C5 1.487, H15 1.115, H16 1.230
5 C 1.525 0.849 -0.601  C4 1.487, C6 1.423, H17 1.087, H18 1.116
6 C 2.018 -0.018 -1.616  C5 1.423, O7 1.205, O8 1.365
7 O 2.657 -1.036 -1.520  C6 1.205
8 O 1.794 0.424 -2.888  C6 1.365, H19 0.986
9 H -0.436 -0.994 2.935  C1 1.072
10 H -1.757 -0.184 2.622  C1 1.020
11 H -1.149 -1.077 1.395  C1 0.990
12 H -0.969 1.311 0.899  C2 1.194
13 H -0.387 2.148 2.725  N3 1.039
14 H 0.883 1.215 2.999  N3 0.940
15 H 1.787 0.215 1.378  C4 1.115
16 H 0.997 -1.114 0.152  C4 1.230
17 H 2.103 1.686 -0.218  C5 1.087
18 H 0.634 1.483 -0.821  C5 1.116
19 H 0.887 0.808 -2.849  O8 0.986
20 O -3.381 0.226 0.273  H21 0.929, H22 0.871
21 H -2.523 0.580 0.225  O20 0.929
22 H -3.944 0.527 -0.319  O20 0.871
23 O -2.987 -2.213 -0.561  H24 0.973, H25 0.932
24 H -3.236 -1.549 0.106  O23 0.973
25 H -2.078 -2.155 -0.758  O23 0.932